[1]
Computed, not measured: C7H6NO7Ru as an isolated structure at a distorted geometry, with ωB97M-V/def2-TZVPD.

As for the total charge: +2. Its spin multiplicity is 6. The calculation puts the LUMO energy (spin up / spin down) at -7.696 / -12.355 eV. The value obtained for the HOMO energy (spin up / spin down) is -12.31 / -18.69 eV. For the energy above the lowest of the compared OMol25 structures with the same formula, charge and spin, the calculation gives 0.0 kcal/mol. Its expectation value of S² is 8.775. The calculation puts the gap between HOMO and LUMO (spin up / spin down) at 4.61 / 6.33 eV.

Geometry as XYZ:
```
22
C7H6NO7Ru (ωB97M-V/def2-TZVPD)
O -1.5851 4.4740 -1.8399
C -1.5545 3.3245 -1.7207
Ru 0.8458 -0.7809 -1.6090
O -2.2758 -0.5737 -1.6941
C -1.1392 -0.5439 -1.4912
C 0.7394 -2.6511 -1.4026
O 0.6657 -3.7962 -1.2637
C 2.7943 -0.9631 -1.8193
O 3.8905 -1.2350 -2.0646
C 0.7391 -0.5856 -3.5097
O 0.5993 -0.4460 -4.6536
H -1.0677 2.2268 -1.6871
N -0.9855 0.1774 3.3220
C 0.3495 0.2434 2.6788
C 0.0822 0.0737 1.1854
O -1.0951 0.2615 0.8117
O 1.0871 -0.2710 0.4645
H -1.6796 0.5842 2.6655
H -0.9844 0.6053 4.2468
H -1.2112 -0.8082 3.4743
H 0.7821 1.2318 2.8566
H 1.0028 -0.5479 3.0500
```

[2]
Computed, not measured: C10AlF30N5O20S10 as an isolated structure at a distorted geometry, with ωB97M-V/def2-TZVPD.

As for the total charge: -2. The calculation puts the LUMO energy at -2.523 eV. The value obtained for the HOMO energy is -5.87 eV. For the energy above the lowest of the compared OMol25 structures with the same formula, charge and spin, the calculation gives 264.4 kcal/mol. The calculation puts the gap between HOMO and LUMO at 3.35 eV.

Geometry as XYZ:
```
76
C10AlF30N5O20S10 (ωB97M-V/def2-TZVPD)
Al 0.0544 -8.6885 17.8818
C -3.7028 -11.6028 15.8178
F -2.7982 -12.3536 15.2097
F -3.8599 -10.6147 14.9889
F -4.8613 -12.3036 15.9159
S -3.1505 -10.9264 17.5794
O -3.1813 -9.4257 17.5083
O -4.0825 -11.4685 18.5519
N -1.3927 -11.2460 17.7345
S -1.3378 -12.7949 18.1943
O -1.2031 -12.9295 19.6736
O -2.3638 -13.6884 17.5727
C 0.3860 -13.4306 17.6627
F 0.4464 -13.4172 16.3387
F 1.2827 -12.5998 18.0757
F 0.6871 -14.7106 18.0825
C 3.2265 -6.1304 15.8485
F 3.1874 -6.2657 17.1659
F 3.4991 -4.8204 15.4220
F 4.0913 -7.0280 15.4124
S 1.5201 -6.4975 15.1797
O 0.5959 -5.9096 16.1442
O 1.4015 -5.9445 13.8136
N 1.4419 -8.2215 15.4226
S 1.6631 -8.8042 13.9836
O 0.5089 -8.7086 13.0387
O 2.9175 -8.5545 13.3795
C 1.5304 -10.7127 14.3586
F 2.4987 -11.0585 15.2361
F 0.3775 -11.0667 14.9164
F 1.7572 -11.3387 13.1873
C -3.0793 -7.4934 12.8823
F -2.0245 -7.2294 12.0795
F -4.1194 -6.7311 12.4214
F -3.2927 -8.8139 12.8088
S -2.5547 -6.9917 14.6803
O -1.8254 -8.1091 15.2837
O -1.7020 -5.8008 14.5196
N -4.0018 -6.7410 15.5260
S -3.5814 -6.1257 16.8881
O -4.6587 -6.3018 17.8377
O -2.3065 -6.6766 17.4211
C -3.3439 -4.1976 16.6958
F -3.5588 -3.6008 17.8356
F -2.1835 -3.8986 16.1566
F -4.2851 -3.7117 15.8466
C 2.1282 -9.2698 22.4192
F 1.2707 -9.4653 23.4562
F 1.9677 -7.9923 21.9959
F 3.3871 -9.5653 22.9068
S 1.6257 -10.4779 20.9421
O 2.1011 -11.8273 21.3229
O 0.1648 -10.4298 20.8354
N 2.2418 -9.6643 19.4351
S 3.6573 -10.3620 19.3186
O 4.5113 -10.2779 20.5538
O 3.6475 -11.6215 18.6270
C 4.6695 -9.1631 18.1122
F 5.9348 -9.6126 18.0477
F 4.0902 -9.1810 16.9189
F 4.7431 -7.9031 18.5055
C -0.7851 -4.3608 19.9078
F -0.1739 -3.2316 20.3894
F -2.1237 -4.4124 20.2528
F -0.7269 -4.3328 18.5758
S 0.1488 -5.8816 20.6190
O 1.2349 -6.0967 19.6179
O 0.4706 -5.5720 22.0367
N -0.9569 -7.2142 20.2231
S -1.6223 -7.4009 21.6523
O -0.8333 -8.1384 22.5917
O -2.2915 -6.2097 22.2057
C -3.0932 -8.7023 21.2623
F -2.5825 -9.8320 20.7618
F -3.7308 -9.1563 22.3759
F -3.9726 -8.1631 20.4506
```